Here is the molecule C5H7NS2 at a distorted geometry from the Open Molecules 2025 dataset. Energies are from ωB97M-V/def2-TZVPD.

The geometry in XYZ format:
```
15
Properties=species:S:1:pos:R:3:nbo_charge:R:1
S -1.95 -1.32 -0.49 -0.0034
C -0.51 -0.42 0.01 -0.2673
C 0.22 -1.06 1.18 0.0744
N 1.46 -1.39 0.95 -0.5143
S 1.85 -1.24 -0.74 0.3660
C 0.49 0.02 -1.02 -0.3538
C 0.71 1.40 -0.24 -0.4378
C -0.68 1.20 0.26 -0.3940
H -1.51 -2.66 -0.39 0.1515
H -0.26 -1.14 2.08 0.2031
H -0.03 0.02 -2.05 0.2624
H 0.99 2.33 -0.89 0.2334
H 1.61 0.99 0.48 0.2378
H -0.97 1.62 1.31 0.2189
H -1.41 1.66 -0.45 0.2231
```

E_HOMO, eV: -8.76
ΔE to the lowest compared entry with this formula, charge and spin, kcal/mol: 56.0
SMILES: S[C@@]12C=NS[C@@H]1CC2
Molar mass, g/mol: 145.25
Maximum force, eV/A: 4.8
DFT total energy, eV: -28456.439